This record from the Open Molecules 2025 dataset describes 2 unconnected molecules or ions with the total composition C3HBrF2 at a distorted geometry. The level of theory is the ωB97M-V functional and the def2-TZVPD basis.

Last column: Löwdin charge in e.
Element x y z (Å)
C: -1.696 -0.319 0.216  0.08
C: -1.458 -1.204 -0.519  -0.24
C: 1.528 1.498 0.390  -0.58
F: -1.230 -2.167 -1.337  0.12
F: 1.434 0.397 1.172  -0.14
Br: 2.838 1.360 -0.846  0.72
H: -1.416 0.435 0.925  0.03

The calculation puts the frontier orbital gap at 9.16 eV. Its HOMO energy is -0.367 hartree. Its total energy is -78598.3757 eV. The calculation puts the largest force on an atom at 2.99 eV Å⁻¹. The relative energy (zero: lowest compared OMol25 entry of this formula, charge and spin) comes out at 373.9 kJ/mol. The LUMO energy comes out at -0.8 eV.



This record from the Open Molecules 2025 dataset describes a molecular structure, C26H32BIrN7O6 at a distorted geometry. The level of theory is the ωB97M-V functional and the def2-TZVPD basis.

Last column: Löwdin charge in e.
Element x y z (Å)
Ir: 12.153 12.485 6.076  1.22
C: 16.841 11.339 4.522  -0.06
C: 15.516 11.851 4.892  -0.23
O: 14.450 10.956 4.778  0.15
C: 15.387 13.342 4.936  -0.04
C: 14.345 14.223 4.963  -0.26
C: 14.776 15.730 4.929  -0.05
N: 12.950 13.942 5.173  -0.27
N: 12.145 14.953 4.919  0.02
C: 10.971 14.886 5.502  -0.56
O: 10.600 13.937 6.224  -0.19
C: 9.976 15.894 5.276  -0.15
C: 10.285 17.227 4.952  -0.02
C: 9.279 18.152 4.779  -0.11
C: 7.944 17.852 4.957  -0.12
C: 7.607 16.567 5.288  -0.10
C: 8.619 15.616 5.406  -0.03
H: 17.211 10.469 5.177  0.10
H: 17.644 12.075 4.541  0.08
H: 16.961 10.824 3.584  0.07
H: 16.263 13.929 4.802  0.08
H: 15.791 15.827 5.314  0.06
H: 14.144 16.336 5.527  0.04
H: 14.782 16.186 3.887  0.09
H: 11.350 17.482 4.804  0.12
H: 9.558 19.179 4.608  0.09
H: 7.163 18.574 4.841  0.09
H: 6.590 16.198 5.355  0.09
H: 8.303 14.590 5.589  0.11
O: 13.953 12.089 7.472  -0.25
N: 14.567 13.099 7.803  -0.07
C: 15.791 12.906 8.304  -0.32
C: 16.367 11.631 8.467  -0.21
N: 16.959 10.662 8.570  0.16
C: 16.602 14.052 8.631  -0.22
N: 17.304 14.908 8.894  0.11
N: 10.945 10.896 6.956  0.07
C: 10.044 10.173 7.034  -0.22
N: 9.022 9.354 7.070  -0.08
C: 7.763 9.958 7.376  -0.15
C: 6.673 9.432 6.495  -0.18
O: 6.763 8.028 6.602  -0.14
C: 7.948 7.453 6.050  -0.19
C: 9.090 7.870 6.900  -0.09
H: 7.896 11.037 7.216  0.15
H: 7.557 9.793 8.410  0.12
H: 6.856 9.763 5.470  0.13
H: 5.679 9.739 6.896  0.14
H: 8.133 7.819 5.004  0.14
H: 7.803 6.398 5.938  0.12
H: 10.055 7.554 6.499  0.11
H: 9.040 7.479 7.946  0.14
C: 12.904 6.625 6.150  -0.01
C: 13.952 7.607 5.645  -0.51
C: 14.705 6.908 4.498  -0.01
O: 13.451 8.801 5.112  0.16
B: 14.447 9.758 5.355  -0.83
O: 15.418 9.328 6.256  0.13
C: 14.961 8.048 6.741  -0.47
C: 16.087 7.135 7.077  -0.02
C: 14.227 8.402 8.067  0.00
H: 12.177 6.382 5.345  0.09
H: 12.278 7.075 6.984  0.09
H: 13.476 5.750 6.431  0.09
H: 13.940 6.596 3.728  0.11
H: 15.236 6.016 4.797  0.08
H: 15.351 7.625 4.040  0.09
H: 16.693 6.797 6.265  0.07
H: 15.734 6.246 7.704  0.12
H: 16.771 7.681 7.763  0.10
H: 13.310 8.954 7.842  0.08
H: 14.904 9.050 8.650  0.08
H: 13.937 7.531 8.662  0.08

The calculation puts the frontier orbital gap (spin up / spin down) at 4.47 / 6.48 eV. Its HOMO energy (spin up / spin down) is -0.090 / -0.165 hartree. As for the charge: -1. Its total energy is -53708.8484 eV. The multiplicity is 5. The calculation puts the largest force on an atom at 3.08 eV Å⁻¹. The relative energy (zero: lowest compared OMol25 entry of this formula, charge and spin) comes out at 68.0 kJ/mol. The LUMO energy (spin up / spin down) comes out at 2.0 / 2.0 eV.



This record from the Open Molecules 2025 dataset describes a single C5H7N3O2 molecule at a distorted geometry. The level of theory is the ωB97M-V functional and the def2-TZVPD basis.

Last column: Löwdin charge in e.
Element x y z (Å)
H: -3.304 -1.064 -2.283  0.20
N: -3.505 -0.485 -1.194  0.11
C: -2.329 -0.611 -0.786  -0.26
O: -1.663 -1.439 -2.039  -0.15
C: -1.389 0.408 -0.314  -0.24
C: -1.260 0.877 0.951  -0.02
O: 0.084 0.984 1.190  0.07
C: 0.692 0.629 0.040  -0.41
N: 1.905 0.063 0.126  0.03
C: 2.738 0.188 1.306  -0.07
N: -0.157 0.526 -0.952  0.15
H: -0.821 -0.970 -2.176  0.03
H: -1.934 0.975 1.793  0.13
H: 2.040 -0.736 -0.482  0.15
H: 3.746 -0.148 1.046  0.09
H: 2.797 1.232 1.643  0.09
H: 2.360 -0.431 2.133  0.09

The calculation puts the frontier orbital gap at 8.89 eV. Its HOMO energy is -0.316 hartree. Its total energy is -13859.2974 eV. The calculation puts the largest force on an atom at 6.74 eV Å⁻¹. The relative energy (zero: lowest compared OMol25 entry of this formula, charge and spin) comes out at 471.9 kJ/mol. The LUMO energy comes out at 0.3 eV.